(1)
A 10-piece molecular cluster, C24H31Cl27FIN5O overall in a non-equilibrium geometry. Source: the Open Molecules 2025 dataset; level of theory: ωB97M-V/def2-TZVPD.

Last column: Mulliken charge in e.
Geometry (Å):
C 0.138 1.683 0.706  -0.63
C 1.710 1.624 0.428  0.65
N 2.609 1.335 1.336  -0.50
C 2.248 1.968 -1.071  -0.89
N 1.891 3.417 -1.306  -0.14
I 3.151 4.796 -0.358  0.38
C 0.853 3.810 -2.060  -0.65
N -0.024 2.853 -2.761  -0.32
N 0.641 5.252 -2.133  1.16
C -0.756 5.633 -1.666  -0.84
C -0.569 6.283 -0.212  -0.15
C -0.412 7.892 -0.249  0.18
O -0.688 8.575 -1.263  -0.46
N 0.078 8.498 1.023  -0.34
C 1.555 8.451 1.081  0.54
C 2.181 8.398 2.521  -0.54
C 3.719 8.383 2.648  -0.42
C 4.655 8.421 1.417  -0.39
C 4.051 8.431 -0.012  -0.59
C 2.496 8.444 -0.141  -0.19
C 0.905 5.803 -3.488  0.02
C 2.131 5.136 -4.259  -0.89
F 1.270 7.201 -3.282  -0.34
H -0.482 1.301 -0.173  -0.09
H -0.179 2.783 0.871  0.19
H -0.194 1.116 1.635  0.37
H 3.567 1.383 0.934  0.25
H 1.814 1.258 -1.850  0.31
H 3.393 1.916 -1.116  0.44
H -0.563 2.352 -2.037  0.24
H 0.515 2.139 -3.275  0.39
H -1.249 6.364 -2.392  0.54
H -1.451 4.735 -1.551  0.27
H -1.351 5.955 0.560  0.39
H 0.443 5.904 0.199  0.03
H -0.323 7.952 1.812  0.37
H 1.541 8.378 3.471  0.27
H 4.217 8.357 3.682  0.32
H 5.788 8.438 1.526  0.33
H 4.698 8.453 -0.954  0.37
H 2.038 8.451 -1.183  0.33
H -0.027 5.848 -4.165  0.29
H 3.148 5.338 -3.751  0.17
H 1.976 4.032 -4.520  0.12
H 2.204 5.681 -5.275  0.40
C 2.620 2.749 -7.589  -0.02
Cl 4.083 2.963 -6.616  -0.11
Cl 1.746 1.295 -7.087  -0.11
Cl 1.577 4.174 -7.464  -0.10
H 2.914 2.631 -8.630  0.36
C -1.331 -1.826 1.100  0.20
Cl -2.180 -0.457 0.366  -0.15
Cl 0.401 -1.738 0.747  -0.04
Cl -1.611 -1.868 2.844  -0.09
H -1.722 -2.745 0.668  0.11
C 0.753 -4.753 -2.142  -0.05
Cl -0.749 -4.642 -1.215  -0.02
Cl 0.591 -5.934 -3.447  -0.11
Cl 1.204 -3.167 -2.791  -0.11
H 1.544 -5.087 -1.473  0.29
C -1.970 -8.278 0.697  -0.01
Cl -2.829 -6.917 -0.038  -0.11
Cl -0.239 -8.189 0.338  -0.15
Cl -2.242 -8.311 2.443  0.00
H -2.360 -9.198 0.272  0.27
C 2.850 -1.285 4.408  0.06
Cl 3.818 -1.824 5.786  -0.12
Cl 2.813 -2.529 3.149  -0.10
Cl 1.209 -0.873 4.924  -0.12
H 3.313 -0.392 3.992  0.26
C -5.360 -10.890 1.686  -0.08
Cl -4.587 -12.480 1.643  -0.13
Cl -5.320 -10.224 3.325  -0.08
Cl -4.576 -9.788 0.543  -0.07
H -6.400 -11.007 1.389  0.34
C -5.568 -9.637 -3.577  -0.03
Cl -4.096 -9.397 -2.626  -0.05
Cl -6.407 -11.108 -3.063  -0.12
Cl -6.635 -8.232 -3.438  -0.12
H -5.286 -9.751 -4.622  0.34
C 0.540 -7.119 5.606  -0.09
Cl -0.961 -7.004 6.533  -0.07
Cl 0.376 -8.310 4.308  -0.10
Cl 0.986 -5.537 4.946  -0.08
H 1.333 -7.447 6.275  0.35
C -5.072 -7.353 5.654  0.31
Cl -4.395 -7.066 7.263  -0.12
Cl -6.820 -7.603 5.749  -0.13
Cl -4.694 -6.006 4.570  -0.10
H -4.619 -8.256 5.248  0.01

Results
2S+1: 1
HOMO in hartree: -0.390
Largest force on an atom in eV Å⁻¹: 4.97
E_tot in eV: -383798.50167
Total charge: +1


(2)
C7H19O13P2V as an isolated structure in a non-equilibrium geometry. Source: the Open Molecules 2025 dataset; level of theory: ωB97M-V/def2-TZVPD.

Last column: Mulliken charge in e.
Geometry (Å):
O 8.156 -2.427 -1.469  -0.55
V 6.813 -1.595 -1.886  1.73
O 7.173 -0.014 -1.761  -0.52
O 4.507 0.110 0.544  -0.48
C 4.751 -1.247 0.572  0.74
O 3.973 -1.891 1.294  -0.62
O 5.649 -1.820 -0.118  -0.65
H 3.850 -0.050 1.265  0.36
C 1.126 1.995 -0.862  -0.55
O 0.550 0.961 -1.672  -0.27
P -0.918 1.352 -2.270  0.73
O -1.062 2.728 -2.789  -0.70
O -1.268 0.216 -3.348  -0.29
C -2.066 0.428 -4.494  -0.75
O -1.907 1.106 -1.051  0.12
C -3.270 1.343 -1.202  -0.86
H 0.390 2.596 -0.328  0.32
H 1.700 2.599 -1.566  0.32
H 1.829 1.601 -0.131  0.07
H -2.953 -0.200 -4.437  0.27
H -1.485 0.185 -5.386  0.26
H -2.321 1.484 -4.605  0.36
H -3.524 2.359 -0.875  0.33
H -3.918 0.654 -0.662  0.28
H -3.637 1.424 -2.231  0.33
C -2.021 1.430 2.387  -0.39
O -1.980 0.101 2.852  -0.36
P -1.885 -1.105 1.787  0.91
O -3.168 -1.388 1.144  -0.73
O -1.230 -2.269 2.678  -0.30
C -2.059 -3.174 3.431  -0.72
O -0.625 -0.650 0.889  -0.03
C 0.673 -0.537 1.443  -0.66
H -1.096 1.900 2.732  0.25
H -2.814 1.967 2.913  0.31
H -2.197 1.617 1.329  0.04
H -1.882 -4.231 3.248  0.24
H -3.094 -2.883 3.259  0.30
H -1.787 -3.005 4.473  0.27
H 1.338 -1.034 0.740  0.27
H 0.752 -1.102 2.375  0.45
H 0.936 0.466 1.784  0.20

Results
2S+1: 1
HOMO in hartree: -0.378
Largest force on an atom in eV Å⁻¹: 6.32
E_tot in eV: -78452.21063


(3)
C24H31N3P2Pd as an isolated structure in a non-equilibrium geometry. Source: the Open Molecules 2025 dataset; level of theory: ωB97M-V/def2-TZVPD.

Last column: Mulliken charge in e.
Geometry (Å):
C -1.553 3.173 -3.732  -0.75
C -1.271 1.899 -3.249  0.67
C 0.080 1.447 -3.139  0.13
C 1.131 2.273 -3.691  1.57
C 0.788 3.552 -4.200  -0.73
C -0.518 4.018 -4.145  -0.87
C 2.431 1.733 -3.745  -2.38
C 2.626 0.343 -3.609  1.61
C 1.523 -0.455 -3.128  0.23
C 1.614 -1.880 -3.145  0.23
C 2.829 -2.488 -3.428  -0.61
C 3.940 -1.714 -3.781  -0.90
C 3.832 -0.336 -3.935  -0.78
H -2.589 3.514 -3.733  0.44
H 1.574 4.157 -4.660  0.49
H -0.780 5.017 -4.496  0.42
H 3.275 2.360 -4.036  0.43
H 2.916 -3.569 -3.311  0.48
H 4.882 -2.228 -3.985  0.41
H 4.665 0.249 -4.343  0.48
N 0.428 0.212 -2.628  -0.28
Pd -0.266 -0.396 -0.656  -0.43
C -2.387 1.004 -2.807  -1.19
H -2.408 0.047 -3.344  0.37
H -3.352 1.502 -2.921  0.60
C 0.411 -2.719 -2.848  -1.16
H -0.496 -2.410 -3.370  0.45
H 0.599 -3.777 -3.019  0.65
P -2.169 0.684 -1.009  1.26
P 0.057 -2.581 -1.062  1.60
C 1.429 -3.484 -0.298  -1.46
H 1.332 -3.505 0.795  0.38
H 1.432 -4.516 -0.679  0.50
H 2.392 -3.019 -0.542  0.33
C -1.465 -3.408 -0.621  -1.24
H -1.398 -4.462 -0.899  0.49
H -1.611 -3.299 0.460  0.31
H -2.296 -2.928 -1.147  0.29
C -2.287 2.339 -0.298  -1.37
H -3.227 2.821 -0.591  0.43
H -2.257 2.250 0.791  0.45
H -1.451 2.972 -0.609  0.38
C -3.628 -0.210 -0.488  -1.15
H -3.666 -0.188 0.606  0.43
H -4.514 0.279 -0.906  0.48
H -3.572 -1.248 -0.832  0.29
H 2.601 2.167 -1.630  0.20
H 2.462 1.682 -1.064  -0.24
N -0.776 -1.402 2.133  -0.16
C 0.561 -1.134 2.176  0.53
C 1.329 -1.686 3.227  -0.86
C 2.707 -1.598 3.135  -0.34
C 3.274 -0.924 2.041  -0.83
C 2.448 -0.381 1.059  -0.17
N 1.107 -0.519 1.117  0.15
H -1.226 -1.727 2.978  0.26
H -1.340 -0.808 1.529  -0.13
H 0.800 -2.184 4.046  0.38
H 3.342 -2.045 3.908  0.44
H 4.352 -0.860 1.914  0.44
H 2.842 0.165 0.208  0.33

Results
2S+1: 5
HOMO (spin up / spin down) in hartree: -0.440 / -0.526
Largest force on an atom in eV Å⁻¹: 2.49
E_tot in eV: -51903.20261
Total charge: +2